Record 1
70
Properties=species:S:1:pos:R:3:forces:R:3:nbo_charge:R:1 method="wB97M-V/def2-TZVPD" e_lumo_ev="2.06 / 2.07" spin_multiplicity=2 s_squared=0.761 total_charge=-1
Ti -0.47299 -1.14476 -0.96840 -0.57 0.41 -0.23 1.28
O 2.57215 -1.94300 -5.97808 -0.16 -0.17 -0.35 -0.68
C 1.34283 -2.38084 -6.20795 0.08 -0.03 -0.04 0.78
O 1.01592 -2.88739 -7.25432 -0.01 0.00 -0.02 -0.60
C 0.38074 -2.22205 -5.09135 -0.12 0.07 -0.04 -0.26
C -0.95344 -2.60455 -5.10138 0.18 0.12 0.24 0.04
N -1.46234 -2.29337 -3.89661 0.40 0.10 -0.15 -0.29
N -0.54360 -1.72395 -3.11712 -0.16 -0.29 0.04 -0.31
C 0.57624 -1.66621 -3.81570 -0.31 -0.13 0.10 0.04
C 1.72430 -1.08599 -3.05770 0.15 0.15 0.50 0.79
O 2.83635 -0.98858 -3.58509 -0.29 0.04 0.17 -0.65
O 1.41282 -0.76308 -1.85351 -0.02 -0.35 -0.27 -0.78
H 2.67752 -1.56323 -5.05979 0.22 0.11 0.12 0.51
H -1.53185 -3.06436 -5.88246 -0.04 -0.02 -0.01 0.24
H -2.39094 -2.41231 -3.51249 -0.04 0.03 0.07 0.46
S -6.11264 -0.96351 2.99271 0.02 0.07 0.15 -0.14
C -4.99176 -1.13440 1.79622 -0.14 -0.21 -0.34 -0.58
S -4.70696 0.03957 0.56293 -0.03 -0.06 -0.07 0.47
C -3.46822 -0.82428 -0.33337 0.04 0.16 0.09 -0.42
C -3.16608 -2.05661 0.13714 -0.02 0.00 0.14 -0.42
S -2.02941 -3.16295 -0.58543 0.17 -0.05 -0.22 -0.33
S -4.03611 -2.55490 1.57520 0.08 0.13 0.02 0.47
S -2.69651 -0.04526 -1.68671 0.25 0.00 0.00 -0.25
C 1.93586 -4.14302 2.18967 -0.05 0.08 -0.07 -0.15
C 1.07642 -3.19601 2.72049 0.02 -0.02 -0.01 -0.23
C 0.48490 -2.27247 1.87592 0.01 -0.04 -0.15 0.07
N 0.72694 -2.24346 0.56001 0.20 -0.16 0.10 -0.52
C 1.55147 -3.16893 0.05204 0.03 0.19 -0.06 0.06
C 2.17100 -4.13256 0.82237 0.00 -0.02 0.09 -0.24
H 2.41048 -4.87826 2.82619 0.00 0.00 0.00 0.22
H 0.84988 -3.16479 3.77674 0.00 0.01 0.01 0.23
H -0.20907 -1.53843 2.25800 -0.03 0.05 0.01 0.24
H 1.72503 -3.11768 -1.01819 0.03 -0.01 0.08 0.21
H 2.82687 -4.85437 0.35706 0.00 0.01 -0.02 0.22
C 2.75188 3.26206 1.55485 -0.01 -0.06 -0.03 -1.07
Ge 2.29188 1.68636 0.44924 -0.11 0.05 0.11 1.19
C 2.91769 2.14251 -1.36471 -0.02 0.01 0.06 -1.06
C 3.40413 0.19617 1.10829 -0.02 0.00 -0.04 -1.06
Ge -0.09396 1.11148 0.49244 -0.06 -0.14 -0.07 0.36
C -0.60852 0.85964 2.39828 0.06 0.05 -0.04 -0.40
C 0.29429 0.98669 3.45400 -0.02 -0.06 0.04 -0.24
C -0.06524 0.64879 4.75483 0.03 0.04 -0.04 -0.21
C -1.34766 0.19528 5.02999 -0.02 0.02 0.02 -0.23
C -2.27197 0.08553 3.99889 0.02 0.00 0.02 -0.23
C -1.89604 0.40742 2.70163 0.15 -0.02 0.13 -0.17
C -1.01949 2.77909 -0.03738 0.06 -0.09 -0.03 -0.27
C -2.30535 3.06862 0.41740 0.01 0.08 0.00 -0.24
C -2.97248 4.21289 0.00442 -0.02 -0.02 0.01 -0.21
C -2.36735 5.09346 -0.88141 -0.03 0.03 -0.01 -0.24
C -1.09159 4.81996 -1.34959 0.06 -0.05 0.00 -0.21
C -0.42773 3.67259 -0.93011 -0.06 0.01 0.00 -0.25
H 3.80610 3.50601 1.41241 0.04 0.03 0.01 0.21
H 2.57672 3.08989 2.61654 0.00 -0.01 0.02 0.22
H 2.15174 4.11864 1.24811 -0.02 0.03 -0.02 0.23
H 3.90794 1.71596 -1.52175 0.04 -0.02 -0.04 0.23
H 2.98203 3.22495 -1.48912 -0.01 0.01 0.03 0.22
H 2.25442 1.73798 -2.12356 -0.02 -0.04 -0.07 0.23
H 4.42424 0.31722 0.74108 0.05 0.00 0.02 0.22
H 3.02080 -0.75594 0.74322 0.02 -0.01 -0.03 0.22
H 3.42721 0.16867 2.19871 -0.03 0.00 0.02 0.22
H 1.30048 1.33998 3.26017 0.01 -0.02 0.02 0.20
H 0.65943 0.74557 5.55449 0.01 0.00 0.02 0.20
H -1.62844 -0.06466 6.04310 0.00 -0.01 0.01 0.20
H -3.28014 -0.26006 4.19629 -0.01 -0.01 0.00 0.22
H -2.61597 0.27932 1.90738 0.02 0.00 -0.02 0.19
H -2.80213 2.39792 1.10742 0.00 -0.01 0.02 0.21
H -3.97224 4.41218 0.37135 -0.01 0.01 0.00 0.20
H -2.88896 5.98517 -1.20679 0.00 0.01 0.00 0.20
H -0.60860 5.49691 -2.04417 0.00 0.02 -0.01 0.20
H 0.56708 3.47170 -1.31298 0.00 0.02 -0.01 0.20


Record 2
51
Properties=species:S:1:pos:R:3:forces:R:3:nbo_charge:R:1 method="wB97M-V/def2-TZVPD" e_lumo_ev=-3.44 total_charge=+1
C 3.28861 -2.86701 2.54821 0.52 0.43 -0.33 -0.64
C 3.14150 -1.91408 1.36853 -0.49 -0.24 0.57 0.08
C 1.96245 -2.31831 0.52413 0.73 0.01 -0.52 -0.09
O 1.48189 -1.17882 -0.22206 -0.50 0.08 0.37 -0.47
C 0.17360 -1.00104 -0.36973 -0.39 1.33 -0.54 0.79
O -0.30890 0.10809 -0.50471 0.61 -1.10 0.29 -0.57
C -0.73464 -2.23147 -0.41916 -0.11 0.51 0.66 -0.70
S -2.38712 -1.81008 -0.96257 -0.08 -0.40 -0.53 0.51
N -3.12773 -1.17653 0.52592 -0.03 0.30 0.26 -0.48
C -3.58475 0.24295 0.31422 -0.12 0.29 0.34 -0.26
C -4.54822 0.63953 1.39259 -0.22 0.06 0.01 -0.10
O -5.73498 -0.11313 1.39075 -0.14 -0.01 0.12 -0.49
C -5.61041 -1.40498 0.85394 -0.10 0.07 0.16 -0.10
C -4.25776 -2.03663 1.06030 -0.28 -0.13 -0.42 -0.26
O 4.27116 -1.91971 0.51745 0.34 0.25 -0.22 -0.54
C 5.41505 -1.39993 1.07321 1.64 -0.95 1.71 0.79
O 6.09013 -2.01075 1.88981 -1.69 1.13 -1.65 -0.51
C 5.78239 -0.02241 0.56940 0.67 -0.41 -0.40 -0.64
S 7.44044 -0.13958 -0.19014 0.19 -0.19 -0.29 0.00
H 3.73038 -3.78521 2.19080 -0.08 -0.45 0.03 0.24
H 3.97909 -2.44286 3.25986 0.21 0.02 0.26 0.25
H 2.34639 -3.02637 3.04642 -0.36 -0.16 0.15 0.20
H 2.95952 -0.90463 1.72575 -0.03 0.36 0.11 0.18
H 2.32473 -3.04946 -0.18492 -0.13 -0.42 -0.20 0.22
H 1.21976 -2.73774 1.17862 -0.52 -0.04 0.08 0.18
H -0.79107 -2.65794 0.57462 -0.06 -0.31 0.25 0.25
H -0.38496 -3.02993 -1.05632 0.19 -0.17 -0.35 0.29
H -2.42983 -1.11815 1.26175 0.32 -0.10 -0.05 0.44
H -2.73012 0.89479 0.37272 0.53 0.03 -0.24 0.26
H -4.02471 0.33104 -0.66302 -0.18 -0.15 -0.43 0.24
H -4.07721 0.60919 2.37226 0.20 -0.14 0.31 0.18
H -4.81274 1.67050 1.21474 -0.12 0.40 -0.04 0.23
H -5.90403 -1.42826 -0.18880 0.06 0.13 -0.45 0.19
H -6.31256 -2.03775 1.37583 -0.31 -0.22 0.15 0.23
H -4.24879 -2.96011 0.50831 0.16 -0.41 -0.12 0.25
H -4.08686 -2.25902 2.09896 0.29 0.16 0.45 0.23
H 5.86535 0.64067 1.41053 -0.13 0.26 0.41 0.26
H 5.08317 0.34303 -0.16178 -0.36 0.10 -0.09 0.23
H 7.98139 1.00885 0.22791 -0.23 0.10 0.15 0.14
C -1.19810 2.75258 -2.71294 0.00 -0.02 0.03 -0.72
C -1.37818 4.20770 -3.08070 -0.09 0.08 -0.05 0.67
O -2.41780 4.62090 -3.56221 -0.05 -0.05 0.03 -0.62
N -0.33321 5.04443 -2.85030 0.06 -0.16 0.08 -0.61
C 0.96828 4.72953 -2.28897 -0.16 0.30 -0.13 -0.41
H -2.11268 2.22195 -2.95857 -0.06 0.06 -0.06 0.23
H -0.37514 2.31229 -3.27655 0.05 -0.05 0.10 0.23
H -1.00075 2.64313 -1.64585 0.13 -0.06 -0.02 0.22
H -0.51813 5.99793 -3.11743 0.01 0.04 -0.02 0.41
H 1.13387 5.31019 -1.38001 0.06 -0.07 0.04 0.20
H 1.75389 4.97774 -3.00391 0.06 -0.07 0.04 0.20
H 1.03830 3.67488 -2.04689 -0.02 -0.04 0.00 0.21


Record 3
76
Properties=species:S:1:pos:R:3:forces:R:3:mulliken_charge:R:1 method="wB97M-V/def2-TZVPD" e_lumo_ev="-7.49 / -9.07" total_charge=+2
Pb 0.10584 -1.39214 -1.15351 0.26 -0.04 -0.38 1.18
C 6.17437 3.28428 -1.07412 -0.02 0.01 0.05 -1.47
C 5.43395 3.61373 0.24281 0.01 -0.02 -0.09 1.94
C 5.25397 5.12905 0.34038 -0.04 0.02 0.04 -1.99
C 6.27549 3.12756 1.43630 -0.03 -0.02 0.05 -1.57
C 4.11659 2.86854 0.21560 -0.04 0.02 -0.02 -0.28
C 4.14236 1.44408 0.24995 0.27 0.24 0.03 -0.66
C 2.98685 0.76650 0.16184 -0.41 -0.14 -0.08 -0.59
Br 3.00182 -1.12328 0.14045 -0.02 -0.02 -0.04 -0.25
C 1.68758 1.40960 0.03206 -0.01 -0.01 0.01 1.18
O 0.65334 0.70081 -0.11702 -0.02 0.15 0.16 -0.84
C 1.65544 2.86791 0.06141 -0.02 -0.07 0.07 -0.23
C 2.87268 3.51370 0.12830 0.06 -0.02 0.05 0.14
C 0.37966 3.72723 0.05146 0.05 -0.06 -0.01 2.09
C 0.35613 4.55018 1.35718 0.02 -0.03 0.00 -1.66
C -0.94930 2.96187 -0.02731 0.07 -0.08 -0.03 -2.28
C 0.44305 4.68091 -1.15878 0.00 -0.01 0.00 -1.71
H 7.15106 3.77192 -1.06116 -0.04 -0.03 -0.01 0.43
H 5.61920 3.65314 -1.93992 0.03 -0.03 0.05 0.37
H 6.33597 2.21052 -1.19570 0.01 0.07 0.01 0.37
H 6.23793 5.59760 0.37852 -0.04 0.00 -0.01 0.44
H 4.71565 5.41963 1.24789 0.05 -0.02 -0.07 0.43
H 4.73301 5.53855 -0.52951 0.03 -0.03 0.07 0.39
H 7.19552 3.71105 1.47996 -0.01 -0.03 0.00 0.46
H 6.55960 2.07679 1.34712 -0.01 0.08 0.02 0.33
H 5.74387 3.26442 2.38160 0.04 0.00 -0.06 0.39
H 5.08237 0.91538 0.34210 -0.05 0.06 -0.05 0.48
H 2.86768 4.59345 0.13057 0.03 -0.02 0.00 0.44
H 0.33170 3.89742 2.23459 0.00 0.05 -0.07 0.41
H -0.54085 5.17372 1.37253 0.07 -0.03 -0.01 0.45
H 1.22155 5.20890 1.44580 -0.05 -0.04 -0.01 0.37
H -1.06947 2.25344 0.79370 0.03 0.04 -0.02 0.40
H -1.05892 2.42806 -0.97402 0.02 0.02 0.05 0.39
H -1.75489 3.69492 0.04091 0.01 -0.01 -0.02 0.62
H 1.26767 5.39215 -1.08334 -0.05 -0.06 -0.01 0.36
H -0.48433 5.25585 -1.21176 0.07 -0.02 0.01 0.46
H 0.55277 4.12571 -2.09465 -0.02 0.04 0.07 0.40
C -6.05491 0.30050 -0.31713 -0.05 -0.08 0.00 -0.56
C -4.78700 0.86025 -0.25870 0.04 0.06 0.01 -0.44
C -3.66962 0.03805 -0.22510 0.09 0.04 0.06 0.09
C -3.83485 -1.34344 -0.25574 0.15 -0.04 -0.13 0.30
C -5.11129 -1.91494 -0.32718 -0.04 0.14 -0.07 -0.05
C -6.21818 -1.08342 -0.34905 0.01 0.03 0.00 -0.76
P -2.44596 -2.47302 -0.16489 -0.70 -0.34 0.33 0.45
C -2.59816 -3.65853 -1.47659 0.13 0.17 0.04 1.05
C -2.34983 -5.02432 -1.31287 -0.04 -0.06 0.10 -0.50
C -2.45262 -5.86487 -2.40357 0.02 -0.03 -0.06 -0.78
C -2.76262 -5.34912 -3.65942 0.01 0.05 -0.01 -0.49
C -2.99686 -3.98650 -3.82912 -0.03 0.03 0.02 -0.75
C -2.91267 -3.13542 -2.74039 -0.06 -0.07 -0.13 -0.55
C -2.32809 -3.14862 1.47146 0.26 0.07 -0.03 0.98
C -3.17678 -2.64376 2.47124 0.01 -0.06 -0.01 -0.54
C -3.11700 -3.18349 3.74187 0.01 -0.04 0.08 -0.81
C -2.20833 -4.19781 4.03107 -0.02 0.02 0.01 -0.47
C -1.33849 -4.67319 3.05187 0.00 0.04 -0.01 -0.87
C -1.37709 -4.13797 1.77928 -0.04 0.02 -0.02 0.04
H -6.92610 0.94429 -0.34026 0.05 -0.05 0.00 0.42
H -4.66570 1.93684 -0.23879 -0.01 -0.08 0.00 0.48
H -2.67748 0.47728 -0.16858 -0.05 -0.02 0.00 -0.16
H -5.23779 -2.99086 -0.36338 0.01 0.03 0.00 0.48
H -7.20982 -1.51584 -0.39696 0.04 0.04 0.01 0.44
H -2.12004 -5.43053 -0.33630 -0.02 0.02 -0.08 0.46
H -2.29491 -6.92820 -2.27926 0.00 0.03 -0.01 0.46
H -2.82666 -6.01551 -4.51076 -0.02 0.03 0.03 0.43
H -3.26069 -3.59378 -4.80435 0.04 -0.04 0.08 0.45
H -3.12638 -2.07666 -2.86223 0.04 -0.08 0.01 0.37
H -3.89399 -1.86415 2.25027 0.04 -0.02 -0.01 0.39
H -3.78370 -2.81541 4.51176 0.04 -0.02 -0.04 0.45
H -2.16831 -4.61199 5.03163 -0.01 0.02 -0.06 0.42
H -0.62175 -5.44919 3.28877 -0.03 0.04 0.00 0.46
H -0.67257 -4.46173 1.02346 -0.01 0.04 0.04 0.07
C 1.63156 -4.28353 -0.59893 -0.13 0.18 -0.05 -0.99
O 0.54169 -3.37588 -0.70538 0.13 -0.16 0.09 -0.37
H 1.24102 -5.28888 -0.42647 -0.04 0.00 0.03 0.29
H 2.29881 -4.03022 0.22705 -0.01 0.05 0.08 0.37
H 2.21628 -4.31959 -1.52061 -0.03 0.07 -0.03 0.33


Record 4
21
Properties=species:S:1:pos:R:3:forces:R:3:nbo_charge:R:1 method="wB97M-V/def2-TZVPD" e_lumo_ev=-1.49
Na -1.98770 0.75320 0.50692 -0.05 -0.18 0.21 0.96
Na 0.01270 2.09662 -1.94238 0.29 -0.73 0.15 0.98
O -0.55707 1.97147 1.73647 -0.41 -0.69 -0.84 -1.37
H -0.37351 2.88562 1.51634 0.05 0.08 0.38 0.45
O -0.28307 0.11643 -0.96004 -0.56 0.57 -0.03 -1.36
H -0.04370 0.16000 -0.03135 0.57 0.17 0.09 0.45
O -1.25440 -0.56081 2.50599 -0.16 0.46 -0.12 -1.02
H -1.42987 -0.70935 3.43974 -0.08 -0.09 -0.04 0.48
H -0.98270 0.38536 2.46411 0.42 0.13 0.26 0.52
O 1.85543 -0.29176 -2.49171 -0.28 0.31 0.10 -1.01
H 1.62727 -1.02581 -3.06851 0.09 -0.02 0.01 0.46
H 1.16754 -0.30865 -1.77435 0.16 -0.04 -0.31 0.50
O 2.24653 1.40863 1.16265 -0.19 -0.21 0.04 -0.96
H 1.30655 1.31920 1.42525 0.04 0.42 0.12 0.50
H 2.21312 1.91265 0.34751 0.11 -0.01 -0.03 0.44
O -1.97470 -1.38298 -2.56366 0.14 0.28 -0.07 -0.99
H -1.27916 -0.93117 -2.04080 -0.10 -0.16 0.18 0.50
H -1.50182 -1.95605 -3.17282 -0.06 -0.07 0.04 0.46
O 0.62496 -2.27718 0.90253 0.00 -0.02 0.04 -0.95
H 0.23005 -2.00203 1.73786 -0.04 0.04 -0.03 0.48
H 0.38354 -1.56339 0.30024 0.06 -0.25 -0.16 0.47